Entry 1:
Entry from the OMol25 dataset: a cluster of 2 separate species, C4H10OS in total in a non-equilibrium geometry (ωB97M-V/def2-TZVPD).

Summary:
**HOMO energy (alpha / beta)**: -0.307 / -0.307 hartree
**Maximum force**: 4.437 eV/Å
**Kohn-Sham gap (alpha / beta)**: 0.2956 / 0.2956 Ha
**ΔE to the lowest compared entry with this formula, charge and spin**: 760.2 kJ/mol

Atoms and positions in Å:
C  0.8973  1.6386  0.3037
C  -1.7659  -0.0946  1.9725
C  -0.6260  -0.2987  -2.2530
C  1.3686  -0.9489  1.0992
O  0.2686  -0.6139  -1.2205
S  0.0539  0.1853  0.3362
H  1.9477  1.5161  -0.1149
H  0.2924  2.4634  0.0667
H  -2.5200  -0.5419  1.2328
H  -1.8686  0.9285  2.1052
H  -0.0754  -0.7120  -3.0421
H  -0.9963  0.7741  -2.2089
H  -1.6363  -0.8130  -2.0001
H  1.4532  -1.7272  0.4336
H  2.2034  -0.3057  1.2158
H  1.0034  -1.4499  2.0738

=====

Entry 2:
Entry from the OMol25 dataset: a structure of composition C21H18BrN3O3V in a non-equilibrium geometry (ωB97M-V/def2-TZVPD).

Summary:
**HOMO energy (alpha / beta)**: -0.397 / -0.406 hartree
**Charge**: +1
**Maximum force**: 2.617 eV/Å
**Expectation value of S²**: 2.011
**2S+1**: 3
**Kohn-Sham gap (alpha / beta)**: 0.2864 / 0.2881 Ha
**ΔE to the lowest compared entry with this formula, charge and spin**: 0.0 kJ/mol

Atoms and positions in Å:
V  -0.5502  0.4388  0.0739
O  0.0734  1.8668  1.0900
C  0.3405  3.1438  0.8752
C  0.8744  3.9346  1.9165
C  1.3330  5.1957  1.5740
C  1.3187  5.6817  0.2685
C  0.7313  4.9576  -0.7245
C  0.0753  3.7093  -0.4266
C  -0.5545  2.9358  -1.5071
N  -1.0111  1.7437  -1.5167
C  -1.4856  1.1351  -2.7478
C  -0.9099  -0.2760  -2.7772
N  -1.1816  -0.9439  -1.5040
C  -1.6487  -2.1032  -1.2473
C  -1.9769  -2.5607  0.0752
C  -2.2218  -3.9645  0.2768
C  -2.7480  -4.3814  1.4797
C  -3.0239  -3.4382  2.4831
C  -2.6858  -2.1341  2.3454
C  -2.1022  -1.7182  1.1814
O  -1.6375  -0.4570  1.2048
H  0.8501  3.6024  2.9287
H  1.7696  5.8563  2.3334
H  1.8544  6.5591  -0.0193
H  0.6647  5.3249  -1.7127
H  -0.7069  3.5514  -2.3906
H  -1.2576  1.7224  -3.6553
H  -2.6210  1.0802  -2.8185
H  0.1856  -0.1565  -2.8876
H  -1.2662  -0.7675  -3.7081
H  -1.9447  -2.7626  -2.0655
H  -2.0241  -4.6227  -0.6117
H  -2.9491  -5.4307  1.5233
H  -3.5015  -3.7824  3.4448
H  -2.7767  -1.4934  3.1976
O  4.5812  -3.0751  0.3777
C  3.4973  -2.3254  0.3905
C  2.3660  -2.6016  1.1561
C  1.2282  -1.8305  0.9564
N  1.2282  -0.7732  0.1329
C  2.3800  -0.4355  -0.4676
Br  2.2757  1.2032  -1.3500
C  3.5478  -1.1784  -0.4052
H  4.5497  -3.8524  0.9344
H  2.3068  -3.4663  1.8337
H  0.3271  -2.1797  1.4371
H  4.4263  -0.9319  -0.9476

=====

Entry 3:
Entry from the OMol25 dataset: a structure of composition C26H28Cl3N5O2Ti (ωB97M-V/def2-TZVPD).

Summary:
**HOMO energy (alpha / beta)**: -0.612 / -0.616 hartree
**Charge**: +3
**Maximum force**: 0.745 eV/Å
**Expectation value of S²**: 0.753
**2S+1**: 2
**Kohn-Sham gap (alpha / beta)**: 0.2774 / 0.2831 Ha

Atoms and positions in Å:
Ti  -1.4983  0.0128  -0.2061
C  1.9166  -4.4164  -4.3783
C  1.4020  -3.2458  -3.5895
C  2.1967  -2.1616  -3.2731
C  1.7133  -1.0537  -2.5486
C  2.6646  -0.0567  -2.1787
N  2.4291  0.9953  -1.4583
C  3.4228  1.9866  -1.0236
C  3.3916  2.2479  0.4856
C  4.1255  1.2496  1.3818
N  3.4857  -0.0843  1.4513
C  2.3021  -0.3981  1.8667
C  1.3486  0.4322  2.5582
C  1.6739  1.2731  3.6339
C  0.6932  1.8960  4.3888
C  1.0304  2.7523  5.5763
C  -0.6371  1.6782  4.0224
C  -1.0014  0.8985  2.9265
C  -2.4078  0.6866  2.5948
N  -2.7946  0.3488  1.4219
C  -4.1830  -0.0893  1.1919
C  -4.2115  -1.5615  0.7564
C  -3.8236  -1.8711  -0.6891
N  -2.4024  -1.5974  -1.0108
C  -1.7919  -2.3321  -1.8755
C  -0.4362  -2.1544  -2.3592
C  0.0989  -3.2163  -3.1012
C  0.3564  -1.0009  -2.1337
O  -0.1239  0.0976  -1.5855
C  0.0034  0.2404  2.1881
O  -0.2710  -0.5279  1.1422
H  2.7867  -4.1408  -4.9706
H  1.1538  -4.7966  -5.0559
H  2.2064  -5.2327  -3.7149
H  3.2325  -2.1534  -3.5965
H  3.6960  -0.2063  -2.4890
H  1.4488  1.1556  -1.2331
H  3.1976  2.9186  -1.5425
H  4.4056  1.6546  -1.3600
H  2.3599  2.3828  0.8205
H  3.8801  3.2098  0.6496
H  4.2311  1.6512  2.3863
H  5.1333  1.0744  1.0083
H  4.0441  -0.8509  1.0938
H  2.0014  -1.4217  1.6588
H  2.7083  1.3829  3.9362
H  2.1019  2.7704  5.7636
H  0.5384  2.3777  6.4739
H  0.6951  3.7785  5.4226
H  -1.4210  2.1452  4.6099
H  -3.1388  0.7997  3.3970
H  -4.6263  0.5487  0.4246
H  -4.7693  0.0314  2.1045
H  -5.2383  -1.9119  0.8749
H  -3.6060  -2.1567  1.4451
H  -4.4316  -1.2737  -1.3744
H  -4.0362  -2.9222  -0.8926
H  -2.3209  -3.1948  -2.2835
H  -0.5418  -4.0697  -3.2995
Cl  -5.3817  3.7288  -1.9464
C  -4.3087  2.8021  -2.9884
Cl  -5.2030  1.6450  -3.9753
Cl  -3.2934  3.8461  -3.9745
C  -3.4237  2.0144  -2.1144
N  -2.7520  1.3850  -1.4334

=====

Entry 4:
Entry from the OMol25 dataset: a cluster of 10 separate species, C34H67Br6F6N7O7S2 in total in a non-equilibrium geometry (ωB97M-V/def2-TZVPD).

Summary:
**HOMO energy**: -0.329 hartree
**Maximum force**: 6.665 eV/Å
**Kohn-Sham gap**: 0.3287 Ha

Atoms and positions in Å:
C  -0.7595  3.0279  0.2350
C  -0.2106  1.6186  -0.0529
N  -1.2113  0.5974  -0.5816
C  -2.1758  0.1879  0.5614
C  -2.0377  1.2372  -1.7192
C  -2.9419  0.1770  -2.4044
C  -0.4352  -0.6342  -1.1711
C  0.7202  -1.2159  -0.3581
O  0.3464  -1.4841  0.9852
C  1.1291  -2.4135  1.6718
H  0.0865  3.6289  0.5687
H  -1.5058  2.8850  1.0165
H  -1.1505  3.5229  -0.6539
H  0.3753  1.1500  0.7378
H  0.5567  1.6821  -0.8245
H  -1.5515  -0.1961  1.3681
H  -2.7273  -0.6197  0.0800
H  -2.8798  0.9993  0.7466
H  -1.3541  1.7341  -2.4076
H  -2.6438  2.0718  -1.3667
H  -3.7584  -0.1505  -1.7608
H  -2.5274  -0.6921  -2.9152
H  -3.4701  0.5927  -3.2625
H  -0.0198  -0.3734  -2.1445
H  -1.0926  -1.4799  -1.3728
H  1.7054  -0.7502  -0.3847
H  1.0510  -2.0763  -0.9399
H  1.1082  -3.3468  1.1090
H  0.6289  -2.4904  2.6371
H  2.1750  -2.1170  1.7513
C  -0.3537  -4.9438  -2.3747
F  0.8518  -4.9085  -2.9281
F  -0.7904  -6.1906  -2.4779
F  -0.3469  -4.5021  -1.1192
S  -1.5544  -3.9392  -3.4871
O  -1.9069  -4.7939  -4.5941
O  -2.7066  -3.7097  -2.6362
N  -0.6474  -2.4667  -3.7098
S  -0.3589  -2.5632  -5.1855
O  0.4448  -3.7807  -5.5028
O  -1.4359  -2.2344  -6.0466
C  0.9432  -1.2397  -5.3566
F  2.0130  -1.6660  -4.6689
F  1.2560  -1.1079  -6.6190
F  0.4176  -0.0780  -4.8030
C  -5.9174  2.8759  -1.2338
O  -4.9877  3.1344  -0.5411
N  -6.8659  1.8967  -1.0211
C  -8.0713  1.7712  -1.8418
C  -6.7043  0.9400  0.0932
H  -6.1320  3.4697  -2.1358
H  -7.9731  2.2929  -2.7937
H  -8.9529  2.1105  -1.2980
H  -8.2775  0.7164  -2.0231
H  -7.5137  1.2256  0.7650
H  -6.7337  -0.0667  -0.3237
H  -5.7535  1.1240  0.5935
C  -4.3431  3.9418  4.8697
O  -5.3774  3.5599  5.4493
N  -3.7162  3.4966  3.7019
C  -2.5246  4.1864  3.1912
C  -4.1465  2.3809  2.9237
H  -3.8353  4.8386  5.2570
H  -2.3582  5.0774  3.7966
H  -2.6683  4.5937  2.1904
H  -1.6442  3.5439  3.1735
H  -4.5206  2.6271  1.9299
H  -3.3493  1.6409  2.9939
H  -5.0454  1.9865  3.3975
C  6.7510  3.7648  -0.7818
C  5.8757  3.3816  -2.0998
C  5.2044  2.0041  -1.9556
C  4.1737  2.0313  -0.8733
N  3.4086  2.0094  -0.0196
H  6.1719  3.7764  0.1415
H  7.2441  4.7245  -0.9365
H  7.4776  2.9712  -0.6073
H  6.5034  3.4364  -2.9893
H  5.0524  4.0568  -2.3328
H  5.8177  1.1119  -1.8292
H  4.7107  1.6737  -2.8695
C  3.0714  -5.2728  0.1053
C  3.0797  -6.5405  1.0135
C  1.6743  -6.8406  1.6299
C  1.2122  -5.9126  2.6127
N  0.8509  -5.1230  3.3707
H  3.8513  -5.2769  -0.6561
H  3.3009  -4.4525  0.7854
H  2.1205  -5.0356  -0.3717
H  3.9094  -6.4510  1.7148
H  3.3101  -7.3274  0.2953
H  1.8425  -7.7185  2.2538
H  1.0127  -7.2563  0.8700
C  4.2873  0.4007  3.5570
C  4.9173  -0.4487  4.6647
C  5.7326  -1.6219  4.1415
C  4.8924  -2.6822  3.4878
N  4.2745  -3.5382  2.9851
H  3.4541  -0.1278  3.0939
H  5.0331  0.6626  2.8064
H  3.9861  1.3672  3.9612
H  4.0311  -0.7557  5.2201
H  5.4062  0.1004  5.4694
H  6.3465  -2.0926  4.9094
H  6.4015  -1.2922  3.3465
Br  -4.4612  -5.5757  2.5613
C  -3.2349  -4.6393  1.3790
C  -2.3404  -3.6996  2.2449
Br  -3.5028  -2.3506  3.0568
H  -3.7857  -3.9998  0.6892
H  -2.6779  -5.4051  0.8392
H  -1.5908  -3.1451  1.6803
H  -1.8453  -4.1947  3.0802
Br  -1.2152  4.9889  -3.8081
C  -1.0550  3.6095  -5.1633
C  0.4398  3.3359  -5.5317
Br  1.4714  2.8134  -3.8897
H  -1.6092  3.9335  -6.0442
H  -1.5601  2.7452  -4.7320
H  0.9469  4.2422  -5.8626
H  0.6663  2.4969  -6.1896
Br  4.6035  5.6866  3.0142
C  3.8309  3.8991  3.2776
C  2.5604  3.9189  2.3713
Br  1.1752  5.1391  3.1539
H  3.5146  3.7977  4.3157
H  4.5780  3.1479  3.0216
H  2.1172  2.9257  2.2991
H  2.7409  4.3118  1.3707